Record 1
This record from the Open Molecules 2025 dataset describes 2 unconnected molecules or ions with the total composition C5H14NO2. The level of theory is ωB97M-V/def2-TZVPD.

- Orbital gap (alpha / beta): 3.336 / 11.302 eV
- <S²>: 0.7505
- Total charge: 0
- Spin multiplicity: 2
- E_LUMO (alpha / beta): 0.026 / 0.018 hartree
- Calculated total energy: -404.003352 hartree

Cartesian coordinates (Å):
O -2.321 -0.903 1.524
C -2.027 -0.608 0.173
C -0.493 -0.596 0.026
N 0.087 0.815 -0.062
C 1.445 0.672 -0.644
C 1.259 -0.395 -1.716
C 0.066 -1.225 -1.267
H -3.235 -0.757 1.674
H -2.295 -1.493 -0.435
H -2.542 0.263 -0.233
H -0.118 -1.059 0.931
H -0.545 1.429 -0.623
H 0.167 1.254 0.878
H 2.162 0.337 0.102
H 1.768 1.650 -1.012
H 2.122 -1.061 -1.784
H 1.074 0.076 -2.682
H -0.771 -1.268 -1.971
H 0.293 -2.289 -1.147
H 2.017 1.637 2.405
H 0.820 1.660 3.394
O 1.066 1.861 2.472

=====

Record 2
This record from the Open Molecules 2025 dataset describes 2 unconnected molecules or ions with the total composition C5H14NO2. The level of theory is ωB97M-V/def2-TZVPD.

- Orbital gap (alpha / beta): 10.396 / 8.111 eV
- <S²>: 0.7541
- Total charge: 0
- Spin multiplicity: 2
- E_LUMO (alpha / beta): 0.030 / -0.052 hartree
- Calculated total energy: -404.013289 hartree

Cartesian coordinates (Å):
C 1.575 1.319 0.936
O 1.897 1.950 -0.186
C 1.024 -0.171 0.677
C 0.700 -0.318 -0.799
C -0.239 0.851 -1.300
C -0.078 -1.651 -1.095
N -0.018 -0.518 1.648
H 2.516 1.146 1.469
H 0.821 1.905 1.602
H 1.888 -0.821 0.959
H 1.649 -0.294 -1.360
H -0.133 1.806 -0.773
H -0.143 1.100 -2.351
H -1.279 0.614 -0.946
H 0.564 -2.542 -1.210
H -0.670 -1.690 -1.995
H -0.661 -1.986 -0.213
H -0.206 -1.463 1.967
H -0.927 -0.209 1.295
H -2.737 0.780 -0.132
H -2.455 -0.132 1.174
O -3.091 0.323 0.630

=====

Record 3
This record from the Open Molecules 2025 dataset describes 2 unconnected molecules or ions with the total composition C5H14NO2. The level of theory is ωB97M-V/def2-TZVPD.

- Orbital gap: 11.333 eV
- Total charge: +1
- E_LUMO: -0.128 hartree
- Calculated total energy: -403.875060 hartree

Cartesian coordinates (Å):
O -2.205 0.875 0.895
C -1.237 0.202 1.155
C -0.349 -0.218 -0.019
C 1.091 0.209 0.310
C 2.097 -0.960 0.259
C 1.681 1.433 -0.436
N -0.890 0.498 -1.209
H -0.962 -0.079 2.176
H -0.474 -1.290 -0.120
H 1.177 0.497 1.364
H 3.103 -0.559 0.397
H 2.173 -1.428 -0.726
H 1.980 -1.676 1.066
H 1.258 2.361 -0.051
H 1.652 1.273 -1.517
H 2.737 1.478 -0.204
H -0.755 -0.019 -2.074
H -1.837 0.836 -0.948
H -0.372 1.382 -1.272
H -3.737 -1.283 0.893
H -3.163 -1.801 -0.441
O -2.968 -1.730 0.503

=====

Record 4
This record from the Open Molecules 2025 dataset describes 2 unconnected molecules or ions with the total composition C5H14NO2. The level of theory is ωB97M-V/def2-TZVPD.

- Orbital gap: 7.351 eV
- Total charge: +1
- E_LUMO: -0.202 hartree
- Calculated total energy: -403.778326 hartree

Cartesian coordinates (Å):
C 1.704 0.811 1.206
C 0.450 0.016 0.826
C 0.553 -0.499 -0.657
C -0.668 -1.294 -1.166
C 0.035 -2.264 -0.379
O -0.522 -2.678 0.851
N -0.802 0.748 0.956
H 2.609 0.244 1.195
H 1.861 1.696 0.566
H 1.602 1.173 2.237
H 0.349 -0.832 1.532
H 0.517 0.470 -1.241
H 1.642 -0.763 -0.892
H -1.633 -0.911 -0.837
H -0.666 -1.356 -2.241
H 0.703 -2.987 -0.829
H -0.883 1.559 0.342
H -1.005 -3.487 0.700
H -1.004 1.071 1.959
H -1.018 3.553 -1.573
H -2.392 2.914 -1.386
O -1.436 2.817 -1.168

=====

Record 5
This record from the Open Molecules 2025 dataset describes 2 unconnected molecules or ions with the total composition C5H14NO2. The level of theory is ωB97M-V/def2-TZVPD.

- Orbital gap: 9.658 eV
- Total charge: +1
- E_LUMO: -0.123 hartree
- Calculated total energy: -403.870651 hartree

Cartesian coordinates (Å):
C 1.565 -0.381 1.375
O 1.646 -0.998 2.625
C 1.322 -1.504 0.384
N 1.160 -0.930 -1.000
H 2.491 0.143 1.106
H 0.766 0.371 1.323
H 1.948 -0.356 3.278
H 2.196 -2.146 0.358
H 0.441 -2.090 0.617
H 2.010 -0.425 -1.260
H 0.384 -0.245 -1.087
H 1.015 -1.663 -1.700
C -1.063 0.941 -2.217
C -1.466 1.038 -0.950
O -1.222 2.192 -0.281
C -2.193 -0.020 -0.175
H -1.380 0.092 -2.801
H -0.653 1.786 -2.740
H -1.466 2.114 0.649
H -2.064 -1.002 -0.625
H -1.875 -0.058 0.868
H -3.262 0.194 -0.202

=====

Record 6
This record from the Open Molecules 2025 dataset describes 2 unconnected molecules or ions with the total composition C5H14NO2. The level of theory is ωB97M-V/def2-TZVPD.

- Orbital gap: 11.598 eV
- Total charge: +1
- E_LUMO: -0.108 hartree
- Calculated total energy: -403.899052 hartree

Cartesian coordinates (Å):
O -0.508 -2.630 1.319
C 0.002 -1.329 1.396
C -0.169 -0.602 0.085
N 0.318 0.826 0.199
C 0.421 1.332 -1.171
C 0.970 0.113 -1.978
C 0.654 -1.108 -1.126
H -0.002 -3.304 0.880
H 1.055 -1.340 1.723
H -0.522 -0.899 2.253
H -1.181 -0.432 -0.294
H 1.227 0.821 0.673
H -0.271 1.355 0.867
H -0.557 1.562 -1.593
H 0.997 2.253 -1.195
H 0.412 0.053 -2.910
H 1.997 0.369 -2.228
H 1.518 -1.680 -0.772
H 0.040 -1.883 -1.584
H -2.659 1.795 1.440
H -1.993 2.673 2.361
O -1.747 2.056 1.656

=====

We obtain ΔE to the lowest compared entry with this formula, charge and spin values of 1.435 1.164 1.804 4.436 1.924 1.151 eV for the records listed above, in that order.